(1)
The following is a quantum chemistry calculation of a structure of composition C41H37N7ORuSe in a non-equilibrium geometry, from the OMol25 dataset.

Its charge is +1. The multiplicity is 2. Its LUMO energy (alpha / beta) is -3.68 / -3.81 eV. The relative energy (zero: lowest compared OMol25 entry of this formula, charge and spin) is 81.8 kcal per mole. As for the expectation value of S²: 0.802. The value obtained for the orbital gap (alpha / beta) is 5.32 / 5.68 eV.

Positions of all 88 atoms, in Å:
Ru: -0.300 -1.019 -0.066
C: 2.431 -2.107 -3.489
C: 3.663 -2.102 -2.827
C: 3.715 -1.649 -1.532
C: 2.547 -1.195 -0.902
N: 1.332 -1.274 -1.536
C: 1.309 -1.725 -2.789
C: 2.536 -0.580 0.399
C: 3.669 -0.227 1.130
C: 3.516 0.430 2.340
C: 2.242 0.800 2.756
C: 1.133 0.463 1.982
N: 1.290 -0.284 0.861
C: -0.210 0.926 2.290
C: -0.390 2.222 2.768
C: -1.642 2.772 2.922
C: -2.762 1.988 2.584
C: -2.579 0.709 2.156
N: -1.342 0.149 1.976
H: 2.346 -2.452 -4.505
H: 4.546 -2.463 -3.328
H: 4.648 -1.660 -0.992
H: 0.341 -1.774 -3.269
H: 4.650 -0.452 0.750
H: 4.373 0.665 2.950
H: 2.099 1.306 3.697
H: 0.487 2.813 2.983
H: -1.768 3.771 3.301
H: -3.759 2.382 2.689
H: -3.408 0.038 1.983
C: -3.504 -2.607 -2.482
C: -4.448 -2.957 -1.513
C: -4.165 -2.706 -0.193
C: -2.933 -2.132 0.184
N: -2.041 -1.769 -0.785
C: -2.343 -1.994 -2.064
C: -2.483 -2.058 1.548
C: -3.029 -2.916 2.514
C: -2.336 -3.279 3.641
C: -1.002 -2.858 3.797
C: -0.493 -1.882 2.994
C: -1.248 -1.304 1.893
H: -3.668 -2.807 -3.527
H: -5.379 -3.419 -1.802
H: -4.882 -2.971 0.566
H: -1.600 -1.668 -2.786
H: -3.994 -3.368 2.343
H: -2.794 -3.926 4.371
H: -0.399 -3.267 4.592
H: 0.470 -1.453 3.233
Se: 0.431 -3.764 0.490
C: 1.508 -4.416 -0.939
C: 0.905 -4.741 -2.151
C: 1.701 -5.237 -3.168
N: 3.004 -5.399 -3.044
C: 3.581 -5.092 -1.896
C: 2.880 -4.600 -0.807
H: -0.158 -4.604 -2.278
H: 1.277 -5.514 -4.125
H: 4.650 -5.252 -1.850
H: 3.378 -4.363 0.121
C: -7.340 3.072 -1.432
C: -6.728 2.219 -2.540
N: -5.422 1.658 -2.206
C: -5.365 0.266 -1.827
C: -5.916 0.040 -0.420
C: -4.368 2.497 -2.253
O: -4.491 3.688 -2.475
C: -2.961 1.970 -2.102
C: -2.062 2.316 -3.114
C: -0.708 2.099 -2.918
C: -0.292 1.510 -1.737
N: -1.143 1.117 -0.784
C: -2.445 1.369 -0.960
H: -8.326 3.404 -1.748
H: -6.718 3.946 -1.256
H: -7.446 2.510 -0.508
H: -6.594 2.846 -3.427
H: -7.386 1.385 -2.792
H: -4.330 -0.078 -1.891
H: -5.953 -0.318 -2.545
H: -5.386 0.658 0.302
H: -5.806 -1.002 -0.137
H: -6.969 0.293 -0.374
H: -2.422 2.782 -4.018
H: 0.015 2.412 -3.654
H: 0.762 1.384 -1.512
H: -3.093 1.113 -0.130


(2)
The following is a quantum chemistry calculation of a structure of composition C41H38AsMoN2O in a non-equilibrium geometry, from the OMol25 dataset.

Its charge is +3. Its LUMO energy is -9.81 eV. The relative energy (zero: lowest compared OMol25 entry of this formula, charge and spin) is 37.7 kcal per mole. The value obtained for the orbital gap is 6.65 eV.

Positions of all 84 atoms, in Å:
Mo: -0.799 -1.131 -0.105
C: -3.672 1.217 -0.580
C: -3.115 -0.071 -0.075
C: -2.958 -1.187 -0.949
C: -2.921 -2.497 -0.377
C: -3.303 -3.690 -1.180
C: -2.464 -2.600 0.934
C: -2.222 -1.448 1.747
C: -1.828 -1.612 3.179
C: -2.724 -0.221 1.257
H: -4.590 1.444 -0.033
H: -3.921 1.166 -1.638
H: -2.988 2.052 -0.409
H: -3.295 -1.086 -1.973
H: -4.375 -3.868 -1.043
H: -2.781 -4.590 -0.856
H: -3.144 -3.533 -2.246
H: -2.405 -3.575 1.401
H: -2.703 -1.883 3.775
H: -1.421 -0.692 3.595
H: -1.096 -2.410 3.300
H: -2.833 0.614 1.942
N: 2.586 -2.771 0.021
C: 1.338 -2.448 -0.312
N: 1.250 -1.219 -0.847
C: 2.557 -0.727 -0.889
C: 3.093 0.438 -1.423
C: 4.458 0.617 -1.320
C: 5.286 -0.347 -0.731
C: 4.775 -1.532 -0.240
C: 3.402 -1.703 -0.328
H: 2.894 -3.639 0.438
H: -0.575 -2.584 -1.089
H: 2.469 1.141 -1.950
H: 4.905 1.514 -1.726
H: 6.351 -0.168 -0.688
H: 5.417 -2.293 0.182
O: -0.391 0.629 0.019
As: 0.190 2.270 -0.032
C: 0.338 2.783 -1.885
C: 1.328 3.673 -2.289
C: 1.317 4.137 -3.596
C: 0.314 3.735 -4.469
C: -0.677 2.857 -4.051
C: -0.670 2.375 -2.751
C: 1.722 2.342 1.120
C: 2.179 1.233 1.820
C: 3.271 1.375 2.661
C: 3.897 2.609 2.784
C: 3.413 3.720 2.107
C: 2.310 3.595 1.279
C: -1.166 3.391 0.738
C: -1.581 3.166 2.050
C: -2.456 4.058 2.643
C: -2.902 5.168 1.931
C: -2.476 5.392 0.629
C: -1.597 4.506 0.023
H: 2.100 3.992 -1.598
H: 2.085 4.821 -3.928
H: 0.300 4.118 -5.480
H: -1.462 2.563 -4.734
H: -1.439 1.692 -2.406
H: 1.686 0.272 1.709
H: 3.637 0.529 3.226
H: 4.764 2.708 3.422
H: 3.889 4.683 2.229
H: 1.896 4.458 0.769
H: -1.199 2.310 2.598
H: -2.779 3.906 3.664
H: -3.577 5.870 2.400
H: -2.815 6.265 0.090
H: -1.245 4.680 -0.986
C: 0.037 -3.042 -0.126
C: -0.047 -4.519 -0.052
C: 0.242 -5.247 -1.212
C: 0.183 -6.630 -1.194
C: -0.142 -7.301 -0.022
C: -0.387 -6.584 1.140
C: -0.346 -5.198 1.128
H: 0.497 -4.726 -2.128
H: 0.398 -7.180 -2.100
H: -0.195 -8.380 -0.014
H: -0.604 -7.103 2.062
H: -0.490 -4.647 2.050


(3)
The following is a quantum chemistry calculation of a structure of composition C41H38AsN2O10P2PbS2 in a non-equilibrium geometry, from the OMol25 dataset.

Its charge is +1. Its LUMO energy is -3.97 eV. The relative energy (zero: lowest compared OMol25 entry of this formula, charge and spin) is 148.1 kcal per mole. The value obtained for the orbital gap is 5.54 eV.

Positions of all 97 atoms, in Å:
Pb: 0.016 0.211 -1.534
C: 1.808 -4.916 4.158
S: 0.048 -5.317 4.098
C: -0.675 -3.827 4.841
C: -1.197 -2.806 3.834
C: -0.100 -2.299 2.914
N: -0.613 -1.300 1.949
P: -0.423 0.303 2.204
C: 0.835 0.765 3.355
C: 0.461 1.088 4.665
C: 1.440 1.442 5.575
C: 2.773 1.489 5.179
C: 3.140 1.179 3.877
C: 2.172 0.805 2.961
C: -1.672 1.360 1.907
C: -2.947 0.882 1.383
C: -3.760 1.699 0.717
C: -3.434 3.139 0.475
C: -2.135 3.584 1.071
C: -1.356 2.781 1.790
P: -0.999 -1.708 0.264
C: -1.850 -3.293 0.462
C: -3.245 -3.269 0.422
C: -3.970 -4.432 0.631
C: -3.303 -5.626 0.870
C: -1.915 -5.662 0.889
C: -1.188 -4.501 0.681
C: 0.638 -2.153 -0.394
C: 1.827 -1.662 0.145
C: 3.022 -1.786 -0.555
C: 3.037 -2.400 -1.797
C: 1.858 -2.902 -2.336
C: 0.666 -2.775 -1.644
H: 2.339 -5.802 3.816
H: 2.117 -4.700 5.180
H: 2.071 -4.082 3.507
H: 0.072 -3.385 5.503
H: -1.498 -4.163 5.471
H: -1.637 -1.960 4.375
H: -1.991 -3.253 3.233
H: 0.332 -3.119 2.342
H: 0.705 -1.848 3.501
H: -0.582 1.068 4.957
H: 1.165 1.693 6.590
H: 3.530 1.784 5.893
H: 4.170 1.252 3.556
H: 2.464 0.575 1.945
H: -3.232 -0.143 1.581
H: -4.720 1.354 0.353
H: -4.226 3.748 0.924
H: -1.870 4.625 0.934
H: -0.436 3.150 2.227
H: -3.760 -2.339 0.211
H: -5.051 -4.410 0.597
H: -3.868 -6.535 1.031
H: -1.398 -6.594 1.072
H: -0.106 -4.537 0.692
H: 1.838 -1.186 1.119
H: 3.933 -1.385 -0.131
H: 3.963 -2.480 -2.350
H: 1.866 -3.377 -3.307
H: -0.253 -3.146 -2.086
O: 2.750 -0.410 -4.027
As: 1.375 0.599 -4.472
O: 1.518 1.771 -2.944
O: 0.059 -0.159 -3.670
C: 2.740 2.338 -2.711
C: 3.278 3.243 -3.614
C: 4.535 3.785 -3.385
C: 5.262 3.441 -2.256
C: 4.726 2.547 -1.342
C: 3.474 1.997 -1.573
S: 2.767 0.922 -0.380
O: 3.732 0.665 0.649
O: 1.521 1.576 0.065
O: 2.356 -0.325 -1.115
H: 2.766 -0.645 -3.085
H: 2.706 3.513 -4.492
H: 4.947 4.485 -4.101
H: 6.241 3.866 -2.084
H: 5.264 2.265 -0.448
O: -3.599 3.461 -0.933
C: -2.740 2.966 -1.828
O: -1.816 2.237 -1.543
C: -3.035 3.394 -3.219
C: -3.992 4.363 -3.511
C: -4.204 4.756 -4.823
C: -3.461 4.189 -5.847
C: -2.523 3.224 -5.529
C: -2.293 2.807 -4.237
N: -1.723 2.621 -6.616
O: -1.060 1.642 -6.341
O: -1.805 3.127 -7.713
H: -4.563 4.809 -2.709
H: -4.945 5.509 -5.049
H: -3.593 4.482 -6.879
H: -1.558 2.040 -4.032


(4)
The following is a quantum chemistry calculation of a cluster of 5 separate species, C41H38BF2N7O10S2 in total in a non-equilibrium geometry, from the OMol25 dataset.

Its charge is 0. Its structure (SMILES) is Cc1cccc(CB(CCCSC(=S)n2ccnc2)N(C(=O)F)C(=O)F)c1.O=[N+]([O-])c1ccccc1.O=[N+]([O-])c1ccccc1.O=[N+]([O-])c1ccccc1.O=[N+]([O-])c1ccccc1. Its LUMO energy is -0.94 eV. The value obtained for the orbital gap is 7.47 eV.

Positions of all 101 atoms, in Å:
C: -1.448 0.434 1.971
C: -1.925 -0.905 1.469
C: -2.115 -2.015 2.293
C: -2.536 -3.216 1.741
C: -2.772 -3.379 0.386
C: -2.575 -2.280 -0.458
C: -2.783 -2.396 -1.975
B: -1.494 -3.116 -2.547
C: -1.580 -4.680 -2.836
C: -0.289 -5.432 -2.377
C: -0.381 -5.947 -0.926
S: 1.254 -6.464 -0.344
C: 2.081 -5.011 0.122
S: 1.509 -3.495 -0.127
N: 3.315 -5.233 0.766
C: 3.862 -4.331 1.643
C: 5.060 -4.859 2.051
N: 5.213 -6.079 1.429
C: 4.180 -6.313 0.683
N: -0.201 -2.444 -2.800
C: 0.339 -2.709 -4.095
O: 1.460 -3.024 -4.249
F: -0.486 -2.555 -5.125
C: -0.194 -1.057 -2.500
O: -0.789 -0.192 -3.038
F: 0.640 -0.759 -1.504
C: -2.164 -1.075 0.103
H: -0.461 0.610 1.535
H: -2.067 1.264 1.624
H: -1.303 0.465 3.052
H: -1.916 -1.901 3.355
H: -2.673 -4.082 2.386
H: -3.080 -4.330 -0.041
H: -3.653 -3.048 -2.097
H: -2.999 -1.428 -2.434
H: -2.422 -5.113 -2.286
H: -1.699 -4.826 -3.918
H: -0.156 -6.300 -3.033
H: 0.608 -4.816 -2.468
H: -0.809 -5.220 -0.230
H: -0.980 -6.865 -0.930
H: 3.426 -3.390 1.932
H: 5.764 -4.401 2.727
H: 3.991 -7.187 0.078
H: -2.030 -0.225 -0.566
O: 0.551 -8.024 1.254
N: -0.315 -8.829 1.589
O: -0.880 -9.578 0.820
C: -0.694 -8.872 3.004
C: -0.090 -7.996 3.889
C: -0.466 -8.023 5.222
C: -1.432 -8.922 5.654
C: -2.022 -9.801 4.755
C: -1.653 -9.779 3.420
H: 0.662 -7.296 3.554
H: -0.007 -7.341 5.924
H: -1.727 -8.937 6.695
H: -2.772 -10.503 5.095
H: -2.115 -10.461 2.721
O: -1.089 3.472 2.785
N: -0.468 3.512 1.742
O: 0.371 2.697 1.408
C: -0.742 4.624 0.822
C: -1.663 5.591 1.185
C: -1.901 6.650 0.324
C: -1.225 6.729 -0.886
C: -0.311 5.744 -1.241
C: -0.065 4.684 -0.384
H: -2.190 5.531 2.126
H: -2.614 7.416 0.597
H: -1.411 7.559 -1.552
H: 0.212 5.806 -2.186
H: 0.648 3.921 -0.661
O: 5.180 5.306 -0.727
N: 5.831 4.383 -1.176
O: 6.973 4.477 -1.579
C: 5.189 3.062 -1.240
C: 3.877 2.929 -0.822
C: 3.269 1.686 -0.907
C: 3.975 0.599 -1.398
C: 5.294 0.743 -1.805
C: 5.909 1.983 -1.727
H: 3.326 3.775 -0.438
H: 2.242 1.562 -0.590
H: 3.487 -0.366 -1.462
H: 5.842 -0.109 -2.185
H: 6.934 2.099 -2.046
O: -3.208 9.057 -1.987
N: -3.705 10.001 -1.402
O: -4.801 9.988 -0.883
C: -2.923 11.244 -1.320
C: -1.683 11.303 -1.932
C: -0.959 12.483 -1.872
C: -1.478 13.583 -1.201
C: -2.719 13.504 -0.584
C: -3.450 12.329 -0.643
H: -1.279 10.449 -2.454
H: 0.008 12.546 -2.350
H: -0.913 14.505 -1.160
H: -3.120 14.361 -0.060
H: -4.417 12.269 -0.165


(5)
The following is a quantum chemistry calculation of a structure of composition C41H38BaGeN4Si, from the OMol25 dataset.

Its charge is +1. The multiplicity is 2. Its LUMO energy (alpha / beta) is -2.56 / -3.99 eV. The relative energy (zero: lowest compared OMol25 entry of this formula, charge and spin) is 0.0 kcal per mole. As for the expectation value of S²: 0.755. The value obtained for the orbital gap (alpha / beta) is 7.60 / 6.49 eV.

Positions of all 86 atoms, in Å:
Ba: -0.217 -0.091 -0.224
C: -4.608 -4.408 -1.966
Si: -2.903 -4.913 -1.393
C: -3.027 -5.954 0.156
C: -2.022 -5.861 -2.739
C: -1.939 -3.399 -1.003
C: -1.302 -2.380 -0.748
H: -5.215 -5.282 -2.209
H: -4.546 -3.780 -2.857
H: -5.126 -3.839 -1.191
H: -3.593 -6.869 -0.029
H: -3.528 -5.400 0.953
H: -2.034 -6.234 0.512
H: -2.566 -6.771 -3.000
H: -1.018 -6.145 -2.419
H: -1.926 -5.253 -3.641
N: -1.169 -0.843 7.544
C: -1.086 -0.404 8.847
C: -1.532 -0.942 10.052
C: -1.264 -0.208 11.188
C: -0.576 1.019 11.131
C: -0.139 1.544 9.937
C: -0.400 0.816 8.773
N: -0.080 1.100 7.461
C: -0.549 0.100 6.767
C: -0.423 0.006 5.311
C: -0.965 -1.033 4.559
C: -0.806 -1.023 3.187
N: -0.153 -0.054 2.534
C: 0.382 0.934 3.263
C: 0.273 1.004 4.634
H: -1.596 -1.697 7.234
H: -2.060 -1.885 10.100
H: -1.589 -0.584 12.148
H: -0.390 1.555 12.052
H: 0.391 2.486 9.887
H: -1.515 -1.846 5.013
H: -1.224 -1.819 2.577
H: 0.932 1.692 2.720
H: 0.717 1.817 5.190
C: -3.263 2.623 -2.048
Ge: -1.449 2.922 -1.390
C: -0.320 3.920 -2.626
C: 0.791 3.335 -3.233
C: 1.584 4.066 -4.105
C: 1.275 5.390 -4.381
C: 0.170 5.981 -3.784
C: -0.624 5.251 -2.911
C: -1.434 3.481 0.474
C: -2.641 3.530 1.134
C: -2.722 3.869 2.502
C: -1.587 4.145 3.204
C: -0.318 4.092 2.575
C: 0.868 4.352 3.304
C: 2.093 4.258 2.708
C: 2.186 3.910 1.343
C: 1.056 3.670 0.611
C: -0.231 3.747 1.202
H: -3.768 3.580 -2.200
H: -3.853 2.026 -1.355
H: -3.208 2.113 -3.008
H: 1.044 2.300 -3.026
H: 2.442 3.602 -4.574
H: 1.893 5.961 -5.061
H: -0.074 7.014 -3.998
H: -1.480 5.731 -2.450
H: -3.561 3.327 0.598
H: -3.690 3.916 2.985
H: -1.637 4.405 4.255
H: 0.785 4.622 4.351
H: 2.992 4.458 3.276
H: 3.157 3.854 0.869
H: 1.147 3.443 -0.446
N: 2.505 0.300 -1.032
C: 3.576 0.442 -1.422
C: 4.908 0.647 -1.913
C: 5.139 0.647 -3.288
C: 6.423 0.859 -3.756
C: 7.463 1.068 -2.859
C: 7.228 1.065 -1.490
C: 5.949 0.854 -1.009
H: 4.320 0.477 -3.974
H: 6.615 0.859 -4.820
H: 8.466 1.233 -3.230
H: 8.043 1.225 -0.798
H: 5.751 0.847 0.055